No. 1
{
  "formula": "C10H13IrNPS",
  "method": "wB97M-V/def2-TZVPD",
  "species": ["C", "C", "C", "C", "C", "Ir", "P", "H", "H", "H", "H", "H", "H", "H", "H", "S", "C", "N", "C", "C", "C", "C", "H", "H", "H", "H", "H"],
  "coordinates": [[1.49219, 1.37203, -0.77423], [2.36620, 1.37491, 0.34631], [3.39130, 0.41427, 0.10544], [3.27697, -0.08762, -1.22819], [2.00910, 0.37702, -1.72739], [-1.22761, -1.75349, -1.19249], [-2.15897, 0.25314, -0.80496], [0.58147, 1.96259, -0.88376], [2.26237, 1.99188, 1.24369], [4.20810, 0.17130, 0.77378], [1.45100, 0.00730, -2.58781], [3.89621, -0.84913, -1.70638], [-2.77873, 1.03131, -1.86120], [-1.28578, 1.27983, -0.27834], [-3.18718, 0.27630, 0.20704], [-0.29487, -1.69405, 0.73723], [-1.74477, -2.27409, 1.53098], [-2.32259, -1.43382, 2.45993], [-3.50962, -1.74938, 3.05756], [-4.06117, -2.99501, 2.82979], [-3.44953, -3.88825, 1.94279], [-2.29334, -3.51299, 1.26269], [-1.93351, -0.49352, 2.55645], [-3.94371, -0.98237, 3.69054], [-4.97666, -3.27191, 3.34469], [-3.88035, -4.86286, 1.75550], [-1.81115, -4.08586, 0.47036]],
  "forces_ev_per_a": [[1.4294, -0.1316, 2.1800], [-2.3102, 0.5917, -1.4182], [0.7399, -0.0450, -1.5906], [-2.1212, -0.0782, -0.1032], [1.8210, -0.3186, 0.9312], [-1.2873, 0.7547, -1.8904], [-0.5440, 0.5913, -0.9016], [0.4934, -0.1869, -0.0307], [0.0253, -0.3372, -0.4444], [-0.1567, 0.0068, 0.0350], [0.4093, 0.2113, 0.0864], [-0.2525, 0.3270, 0.3188], [0.1067, -0.1084, 0.8629], [-0.5792, -0.7740, -0.3034], [0.5104, 0.0734, -0.5786], [2.0650, -0.1266, 2.6283], [0.1680, -1.1042, -0.4891], [1.0565, 1.1474, -0.2378], [-1.3806, -0.8792, 0.4879], [0.1628, 0.8162, 0.2885], [-1.1008, -1.1011, 0.2623], [0.9858, 1.6674, -0.4552], [-0.1748, -0.7358, -0.0584], [0.0262, -0.2708, -0.0467], [0.1317, 0.1206, -0.1103], [-0.0769, 0.0626, 0.0901], [-0.1472, -0.1726, 0.4873]],
  "spin_multiplicity": 5,
  "orbital_gap_ev": [4.492, 5.774],
  "s_squared": 6.046,
  "de_lowest_kj_mol": 10.3,
  "e_tot_ev": -35026.6473,
  "e_lumo_ev": [-0.487, -1.721],
  "total_charge": 0
}



No. 2
{
  "formula": "C10H13N2O3",
  "method": "wB97M-V/def2-TZVPD",
  "species": ["C", "O", "C", "C", "C", "C", "C", "C", "C", "O", "C", "N", "O", "N", "C", "H", "H", "H", "H", "H", "H", "H", "H", "H", "H", "H", "H", "H"],
  "coordinates": [[0.88282, -3.64767, 0.12200], [1.62950, -2.56921, -0.37928], [1.08430, -1.29412, -0.32601], [2.03877, -0.27209, -0.35203], [1.65287, 1.05943, -0.30889], [2.69918, 2.14134, -0.30470], [0.31199, 1.37714, -0.24344], [-0.67799, 0.37711, -0.24013], [-0.26466, -0.98418, -0.28564], [-1.22312, -1.98877, -0.28776], [-2.48002, -1.57567, 0.18528], [-2.97522, -0.41626, -0.54594], [-4.20658, -0.08946, -0.14175], [-1.99080, 0.66519, -0.18106], [-2.53966, 1.97798, -0.11522], [1.57890, -4.48914, 0.16952], [0.04174, -3.90160, -0.52816], [0.49839, -3.44019, 1.12615], [3.07920, -0.55297, -0.40322], [3.13390, 2.24711, 0.69123], [3.50503, 1.89979, -0.99650], [2.26782, 3.09904, -0.58961], [0.00889, 2.41259, -0.20780], [-2.43464, -1.38821, 1.27889], [-3.16788, -2.40412, -0.00411], [-3.62278, 1.77876, -0.06738], [-2.21494, 2.50054, 0.78953], [-2.30409, 2.58383, -0.99843]],
  "forces_ev_per_a": [[-0.1945, -0.4635, 0.1021], [-0.1665, 0.6671, -0.2000], [0.2699, -0.0964, 0.0188], [-0.0844, 0.1196, -0.0070], [0.2884, -0.3739, -0.0321], [-0.0709, -0.0826, 0.0693], [-0.2849, 0.0523, -0.0036], [0.1125, -0.0733, 0.0514], [-0.3933, -0.2368, 0.0261], [0.7451, 0.2604, -0.2776], [-0.7029, -0.0089, 0.4695], [0.6122, -0.4699, -0.8125], [-0.3664, -0.0129, 0.4930], [-0.1728, -0.1020, 0.3824], [-0.2554, -0.1693, -0.0159], [-0.0501, 0.0468, 0.0255], [0.1184, -0.0083, 0.1321], [0.0037, -0.0101, -0.0647], [0.1424, -0.0556, -0.0046], [0.0537, 0.0643, 0.0231], [0.0735, 0.0386, -0.0365], [0.0117, 0.0831, -0.0217], [-0.0621, 0.0914, -0.0123], [-0.0214, 0.1319, -0.2182], [0.0715, 0.2446, -0.0223], [0.2050, 0.2004, 0.0297], [0.0389, 0.0758, -0.0372], [0.0786, 0.0873, -0.0569]],
  "spin_multiplicity": 1,
  "orbital_gap_ev": 5.583,
  "smiles": "COc1cc(C)cc2c1OCN([O-])N2C",
  "de_lowest_kj_mol": 179.5,
  "e_tot_ev": -19700.8664,
  "e_lumo_ev": 3.356,
  "total_charge": -1
}



No. 3
{
  "formula": "C10H13N3O",
  "method": "wB97M-V/def2-TZVPD",
  "species": ["C", "O", "C", "N", "C", "N", "C", "C", "N", "C", "C", "C", "C", "C", "H", "H", "H", "H", "H", "H", "H", "H", "H", "H", "H", "H", "H"],
  "coordinates": [[-2.14193, -2.77818, -1.31279], [-2.46108, -1.41341, -1.23534], [-1.56952, -0.52723, -0.65642], [-0.42024, -0.93345, -0.33715], [0.50052, -0.08943, 0.23928], [1.81841, -0.53411, 0.24394], [2.80434, -0.42602, -0.79526], [3.82738, -1.31271, -0.47279], [3.55888, -1.88392, 0.76859], [2.37086, -1.53898, 1.12668], [0.22093, 1.21708, 0.63805], [1.45231, 2.07928, 1.15530], [-1.14359, 1.73379, 0.42420], [-1.95216, 0.93285, -0.63000], [-2.83952, -3.30061, -0.65626], [-1.06759, -2.87070, -0.81746], [-2.10583, -3.08935, -2.34808], [2.62100, 0.18907, -1.65947], [4.77435, -1.42346, -0.94027], [1.99786, -1.58316, 2.12463], [2.36959, 1.88365, 0.53962], [1.56567, 1.73476, 2.13199], [1.05307, 3.12998, 1.09787], [-1.62717, 1.72020, 1.39408], [-0.90605, 2.76254, 0.03977], [-1.80535, 1.40469, -1.59074], [-2.98305, 1.08791, -0.47915]],
  "forces_ev_per_a": [[3.0240, -0.2157, 2.1194], [-0.2179, 2.5381, 0.4092], [-0.0951, -0.7348, -1.1242], [-0.3507, -1.0062, 0.3733], [-0.8616, 4.1129, 0.3338], [3.3950, -2.6834, -0.0845], [-0.7047, -1.3709, 1.3879], [-1.9940, 1.5851, 1.1349], [0.4574, -0.7045, -0.7873], [-0.2844, 3.0586, -1.3906], [3.2721, -3.2255, -1.0860], [-2.6183, 0.1484, -2.6114], [0.5811, 0.6196, -0.6294], [0.7502, 0.1921, 0.4280], [-0.0912, -0.2688, -0.5093], [-2.1330, -0.2922, -1.2541], [-0.2460, -0.1880, -0.0647], [0.0089, 0.0340, 0.0061], [0.4064, -0.2090, -0.3690], [-0.5330, -0.5885, 0.3463], [-0.9852, 0.4442, 0.6600], [0.7229, 0.0039, 1.8439], [1.0518, -0.7813, 0.3115], [-0.4947, 0.5454, 0.1563], [-1.1272, -0.5602, 0.5734], [0.4382, -0.3078, -0.6268], [-1.3710, -0.1456, 0.4534]],
  "spin_multiplicity": 1,
  "orbital_gap_ev": 8.921,
  "smiles": "COC1=NC(n2ccnc2)=C(C)CC1",
  "de_lowest_kj_mol": 22.0,
  "e_tot_ev": -17096.5382,
  "e_lumo_ev": 0.665,
  "total_charge": 0
}



No. 4
{
  "formula": "C10H13N5",
  "method": "wB97M-V/def2-TZVPD",
  "species": ["C", "C", "C", "C", "C", "C", "C", "C", "C", "C", "N", "N", "N", "N", "N", "H", "H", "H", "H", "H", "H", "H", "H", "H", "H", "H", "H", "H"],
  "coordinates": [[5.07078, 0.02216, 0.10577], [4.39497, -1.13525, 0.50238], [4.41057, 1.11165, -0.46822], [3.01563, -1.19515, 0.26435], [3.04537, 1.05698, -0.58472], [0.03507, -1.28086, -0.53069], [2.34324, -0.08512, -0.18131], [0.84688, -0.13420, -0.41515], [-1.15783, 0.79660, -0.70646], [-3.25047, 0.01922, -0.78047], [-1.22404, -0.92550, -0.75053], [0.12324, 1.08660, -0.40074], [-2.45869, 1.13334, -0.70740], [-2.51972, -1.15604, -0.97771], [-3.89714, -0.09633, 1.34321], [6.12347, 0.11410, 0.24886], [4.83416, -1.96129, 0.97284], [4.86047, 1.98268, -0.54893], [2.46598, -2.11308, 0.50062], [2.51301, 1.83053, -1.05803], [0.43855, -2.32050, -0.62822], [-4.19816, 0.03440, -1.10371], [0.58927, 1.92698, -0.76307], [-2.92195, 2.02714, -0.81174], [-2.77355, -2.03695, -1.28613], [-4.38519, -1.01073, 1.37689], [-4.58728, 0.58730, 1.66108], [-3.16155, -0.22618, 1.92306]],
  "forces_ev_per_a": [[-0.2600, -0.3130, 0.1591], [-1.3433, 1.5089, -1.2794], [-2.1810, -3.9722, 1.6845], [0.3451, -0.8328, 0.8833], [-0.1871, -1.2106, 0.3089], [2.5147, -0.5014, -0.2947], [-1.5384, 0.3754, -1.4828], [1.3582, -0.7438, 1.0060], [0.7490, -5.4625, 0.3234], [4.0154, -2.1599, 0.2655], [-0.1583, 8.6630, 0.1021], [-1.7005, -1.9955, -1.5821], [-0.4165, -1.3714, -0.5206], [0.2162, 3.9391, 1.5389], [-3.7452, -1.0358, -2.4983], [0.5862, -0.1020, 0.2069], [0.9474, -0.8926, 0.4078], [2.4203, 3.8603, -1.1015], [0.2708, 0.3569, 0.1013], [-0.3966, 1.2369, -0.4083], [-0.6155, 1.1545, 0.2302], [-3.3291, 0.2741, -0.9807], [-0.1520, 0.0033, 0.7314], [0.4287, 0.4105, 0.0913], [-1.3314, -2.0203, -0.6994], [0.1170, 0.7115, -0.0875], [0.5312, -0.0484, 0.2601], [2.8546, 0.1680, 2.6349]],
  "spin_multiplicity": 1,
  "orbital_gap_ev": 6.902,
  "de_lowest_kj_mol": 211.5,
  "e_tot_ev": -18010.5797,
  "e_lumo_ev": -7.951,
  "total_charge": 2
}